The following is a DFT calculation (ωB97M-V/def2-TZVPD) of a molecular structure, C24H23IrN6O2S.

XYZ file:
```
57
Properties=species:S:1:pos:R:3
Ir -0.158 -0.109 0.457
O 2.147 -0.043 -1.511
C 3.242 0.726 -1.261
C 3.968 1.463 -2.183
C 5.129 2.102 -1.768
C 5.585 1.995 -0.462
C 4.863 1.246 0.447
C 3.664 0.636 0.074
C 2.981 -0.161 1.087
N 1.781 -0.586 1.208
C 1.615 -1.615 2.263
C 0.321 -1.413 3.017
N -0.727 -1.284 2.024
C -1.888 -1.807 2.169
C -3.000 -1.614 1.282
C -4.141 -2.415 1.520
C -5.283 -2.287 0.779
C -5.319 -1.310 -0.228
C -4.239 -0.505 -0.478
C -3.038 -0.627 0.258
O -2.075 0.203 -0.057
H 3.672 1.512 -3.218
H 5.700 2.671 -2.490
H 6.503 2.480 -0.163
H 5.216 1.143 1.466
H 3.667 -0.463 1.881
H 2.465 -1.616 2.946
H 1.590 -2.582 1.752
H 0.371 -0.478 3.583
H 0.133 -2.233 3.714
H -2.059 -2.432 3.046
H -4.095 -3.145 2.321
H -6.143 -2.911 0.974
H -6.219 -1.184 -0.818
H -4.269 0.255 -1.247
C 1.079 1.241 -3.402
C 0.943 0.397 -2.164
N 0.243 1.088 -1.083
N 0.377 2.391 -0.999
C 0.123 2.875 0.225
N 0.110 4.207 0.339
S -0.117 1.912 1.646
C 0.228 -0.943 -2.309
C 0.026 -1.592 -3.505
C -0.579 -2.844 -3.501
C -0.960 -3.404 -2.297
C -0.745 -2.686 -1.133
N -0.168 -1.486 -1.134
H 1.633 2.145 -3.178
H 0.082 1.537 -3.726
H 1.572 0.693 -4.204
H 0.266 4.774 -0.476
H -0.062 4.645 1.226
H 0.338 -1.133 -4.431
H -0.748 -3.369 -4.431
H -1.434 -4.373 -2.248
H -1.058 -3.065 -0.169
```

- orbital gap (alpha / beta) (Eh) = 0.271 / 0.254
- 2S+1 = 2
- net charge = +1
- E_HOMO (alpha / beta) (eV) = -10.1 / -10.3

---

The following is a DFT calculation (ωB97M-V/def2-TZVPD) of a gas-phase ion, C8H13N4 (charge +1).

XYZ file:
```
25
Properties=species:S:1:pos:R:3
H 0.430 -3.306 1.325
N 0.153 -2.388 0.875
C -0.840 -2.450 0.120
N -1.474 -1.361 -0.439
C -1.172 -0.024 0.076
N -2.043 0.951 -0.504
C -3.037 1.417 0.122
C 0.204 0.261 -0.410
C 1.071 1.449 0.293
C 2.178 0.594 0.844
N 2.447 -0.339 -0.199
C 1.265 -0.608 -0.732
C 0.371 -0.195 -1.848
H -1.497 -3.320 0.019
H -2.444 -1.463 -0.740
H -1.267 -0.018 1.225
H -3.627 2.055 -0.467
H -3.038 1.372 1.259
H 0.395 1.792 0.971
H 1.337 2.283 -0.299
H 3.145 1.099 1.259
H 1.714 0.108 1.785
H 3.250 -0.641 -0.643
H -0.432 -0.912 -1.983
H 0.684 0.176 -2.759
```

- orbital gap (Eh) = 0.330
- 2S+1 = 1
- net charge = +1
- SMILES string = [H]/N=C/N[C@H](N=C)[C@@]12CC[NH+]=C1C2
- E_HOMO (eV) = -13.3

---

The following is a DFT calculation (ωB97M-V/def2-TZVPD) of a single C3H3NO molecule.

XYZ file:
```
8
Properties=species:S:1:pos:R:3
O -0.152 -1.102 -1.005
C 0.812 -0.448 -0.546
C 0.778 0.641 0.318
N -0.772 0.816 0.832
C -1.584 0.142 0.282
H 1.867 -0.549 -0.856
H 1.548 0.853 1.060
H -2.487 -0.327 -0.072
```

- orbital gap (Eh) = 0.322
- 2S+1 = 1
- E_HOMO (eV) = -8.6

---

The following is a DFT calculation (ωB97M-V/def2-TZVPD) of a single C12H15N molecule.

XYZ file:
```
28
Properties=species:S:1:pos:R:3
C -1.154 -0.515 -2.519
N -0.844 0.758 -1.892
C 0.390 1.090 -1.230
C 0.204 2.017 0.035
C 0.966 1.330 1.196
C 2.126 0.746 0.288
C 1.256 -0.060 -0.601
C 0.325 -0.777 0.395
C -0.249 -1.996 0.315
C -1.056 -2.378 1.351
C -1.253 -1.528 2.537
C -0.632 -0.307 2.502
C 0.207 0.103 1.518
H -2.246 -0.676 -2.673
H -0.838 -1.327 -1.838
H -0.542 -0.701 -3.431
H -1.204 1.538 -2.449
H 0.899 1.796 -1.974
H -0.905 2.000 0.201
H 0.404 3.036 -0.191
H 1.354 2.020 1.984
H 2.541 1.555 -0.314
H 3.006 0.266 0.772
H 1.749 -0.699 -1.371
H -0.047 -2.625 -0.577
H -1.581 -3.349 1.434
H -1.986 -1.704 3.281
H -0.891 0.387 3.252
```

- orbital gap (Eh) = 0.332
- 2S+1 = 1
- SMILES string = CN[C@H]1C[C@@H]2C[C@H]1c1ccccc12
- E_HOMO (eV) = -8.0

---

The following is a DFT calculation (ωB97M-V/def2-TZVPD) of a single C5H7NO molecule.

XYZ file:
```
14
Properties=species:S:1:pos:R:3
O 0.788 1.852 1.546
C 1.199 1.279 0.565
C 0.365 0.959 -0.649
C 0.113 -0.429 -1.078
C -0.124 -1.353 0.119
C -1.206 -0.342 0.559
N -1.012 0.481 -0.666
H 2.269 0.968 0.493
H 0.446 1.715 -1.426
H 0.260 -0.771 -2.102
H 0.715 -1.547 0.797
H -0.561 -2.304 -0.192
H -1.031 0.233 1.471
H -2.222 -0.740 0.562
```

- orbital gap (Eh) = 0.379
- 2S+1 = 1
- SMILES string = O=C[C@H]1[C@H]2CCN21
- E_HOMO (eV) = -9.5

---

The following is a DFT calculation (ωB97M-V/def2-TZVPD) of 3 unconnected molecules or ions with the total composition C5H13NO2.

XYZ file:
```
21
Properties=species:S:1:pos:R:3
C -0.393 -0.161 -2.474
N -0.622 0.542 -1.458
C -0.553 0.039 -0.136
C 0.224 0.610 0.770
C -1.585 -1.006 0.242
C -1.162 -2.455 -0.022
H -0.516 0.282 -3.454
H -0.083 -1.208 -2.457
H 0.299 0.299 1.806
H 1.004 1.333 0.590
H -1.839 -0.849 1.292
H -2.518 -0.842 -0.301
H -0.431 -2.793 0.714
H -2.020 -3.111 0.052
H -0.729 -2.597 -1.010
O 5.173 -0.625 0.964
H 4.291 -0.242 0.972
H 5.257 -1.102 0.134
O -1.940 3.031 1.410
H -2.223 3.391 0.563
H -1.549 2.174 1.188
```

- orbital gap (Eh) = 0.363
- 2S+1 = 1
- SMILES string = C=NC(=C)CC.O.O
- E_HOMO (eV) = -9.3

---

Max |F|: 0.0289; 0.0971; 0.0548; 0.0840; 0.0116; 0.0297 (Eh/bohr)
Energy relative to the best compared isomer or geometry (same formula, charge and spin): 0.0; 121.7; 72.2; 51.4; 65.1; 56.8 (kcal per mole)